Density functional theory data (ωB97M-V/def2-TZVPD) for a molecular structure, C27H52GeN4O5Si4Sn at a distorted geometry.

Geometry as XYZ:
```
94
Properties=species:S:1:pos:R:3:lowdin_charge:R:1
Sn -0.03 0.20 -0.07 1.31
N 0.38 1.94 1.49 -0.03
N -0.13 3.20 1.13 0.01
C -0.91 3.26 -0.06 -0.74
O -1.65 4.24 -0.22 0.01
O -0.63 2.30 -0.86 -0.27
H -0.06 1.59 2.32 0.08
H 1.38 1.99 1.65 0.04
H -0.46 3.79 1.86 0.13
N 0.60 -2.31 -0.26 -0.03
C 1.88 -2.61 0.41 -0.15
C 2.21 -1.55 1.46 -0.66
O 2.81 -1.91 2.49 0.00
O 1.86 -0.34 1.16 -0.25
H -0.18 -2.53 0.35 0.05
H 0.47 -2.88 -1.09 0.07
H 2.69 -2.58 -0.33 0.09
H 1.90 -3.58 0.90 0.12
C -2.36 -3.03 -2.92 -0.17
Si -2.46 -1.32 -2.12 0.33
C -4.15 -0.61 -2.53 -0.17
C -1.22 -0.25 -3.04 -0.23
N -2.02 -1.31 -0.47 -0.16
C -2.70 -1.96 0.53 -0.31
C -3.87 -2.73 0.30 -0.05
C -4.54 -3.41 1.30 -0.11
C -4.09 -3.37 2.61 -0.12
C -2.94 -2.64 2.88 -0.04
C -2.28 -1.94 1.88 -0.22
O -1.12 -1.22 2.20 -0.07
C -1.13 -0.54 3.41 -0.30
C -2.26 0.16 3.82 -0.02
C -2.22 0.89 5.00 -0.08
C -1.07 0.90 5.78 -0.10
C 0.05 0.20 5.35 -0.08
C 0.03 -0.52 4.16 0.00
H -2.52 -2.95 -4.00 0.03
H -3.10 -3.73 -2.51 0.02
H -1.37 -3.47 -2.75 0.02
H -4.30 -0.57 -3.62 0.03
H -4.22 0.42 -2.15 0.03
H -4.98 -1.18 -2.10 0.01
H -1.44 -0.22 -4.11 0.05
H -0.20 -0.63 -2.91 -0.04
H -1.25 0.78 -2.66 0.00
H -4.24 -2.79 -0.72 0.07
H -5.43 -3.98 1.05 0.09
H -4.60 -3.90 3.41 0.09
H -2.55 -2.59 3.89 0.12
H -3.15 0.14 3.21 0.13
H -3.10 1.44 5.32 0.10
H -1.05 1.46 6.71 0.09
H 0.96 0.20 5.95 0.10
H 0.91 -1.05 3.82 0.11
C 3.23 -2.37 -3.07 -0.23
Si 2.80 -0.67 -3.77 0.30
C 1.52 -0.97 -5.13 -0.23
C 4.37 -0.10 -4.65 -0.23
Ge 2.05 0.88 -2.09 0.63
Si 1.43 2.91 -3.22 0.32
C 1.67 4.36 -2.05 -0.20
C 2.61 3.16 -4.68 -0.24
C -0.30 2.98 -3.91 -0.22
Si 4.01 1.41 -0.82 0.31
C 5.04 -0.09 -0.34 -0.21
C 3.59 2.34 0.76 -0.22
C 5.16 2.50 -1.84 -0.23
H 3.71 -2.99 -3.84 0.03
H 2.33 -2.89 -2.72 0.01
H 3.92 -2.27 -2.23 0.01
H 1.98 -1.50 -5.97 0.03
H 1.11 -0.02 -5.50 0.02
H 0.69 -1.57 -4.76 0.01
H 4.65 -0.83 -5.42 0.03
H 5.20 -0.01 -3.94 0.02
H 4.23 0.87 -5.13 0.01
H 2.70 4.44 -1.70 0.01
H 1.01 4.23 -1.18 0.01
H 1.39 5.30 -2.54 0.04
H 3.65 3.02 -4.38 0.00
H 2.50 4.18 -5.09 0.03
H 2.39 2.45 -5.49 0.02
H -1.02 3.00 -3.08 0.02
H -0.53 2.10 -4.54 0.01
H -0.44 3.88 -4.52 0.03
H 4.48 -0.72 0.37 0.02
H 5.97 0.22 0.14 0.03
H 5.29 -0.70 -1.21 0.01
H 3.06 1.65 1.43 0.00
H 2.93 3.20 0.55 0.02
H 4.49 2.70 1.26 0.04
H 5.47 1.99 -2.77 0.01
H 6.07 2.74 -1.27 0.03
H 4.68 3.44 -2.13 0.01
```

Properties
Charge: -1
Spin multiplicity: 2
<S²>: 0.7707
Strongest force on any atom in Eh/bohr: 0.037
Total energy in eV: -138905.8439
LUMO (alpha / beta) in hartree: 0.0947 / 0.0554
Relative energy (zero: lowest compared OMol25 entry of this formula, charge and spin) in eV: 0.593
Kohn-Sham gap (alpha / beta) in eV: 6.329 / 6.321

=====

Density functional theory data (ωB97M-V/def2-TZVPD) for 9 unconnected molecules or ions with the total composition C13H44BO10 at a distorted geometry.

Geometry as XYZ:
```
68
Properties=species:S:1:pos:R:3:lowdin_charge:R:1
C -5.80 -1.68 -2.04 -0.17
C -4.94 -1.36 -0.68 -0.27
C -4.66 -2.65 0.29 -0.15
B -3.56 -3.73 -0.27 -0.85
O -3.33 -3.86 -1.73 -0.13
C -2.24 -2.95 -2.15 -0.15
C -1.65 -2.49 -0.67 -0.16
O -2.29 -3.33 0.40 -0.12
H -5.62 -2.75 -2.48 0.08
H -5.48 -0.85 -2.83 0.06
H -6.97 -1.52 -1.90 0.06
H -5.61 -0.60 -0.04 0.09
H -3.97 -0.76 -0.97 0.09
H -4.21 -2.21 1.31 0.10
H -5.66 -3.21 0.63 0.10
H -3.97 -4.78 0.13 0.07
H -1.43 -3.34 -2.91 0.09
H -2.86 -2.14 -2.76 0.11
H -0.50 -2.69 -0.57 0.09
H -1.80 -1.32 -0.60 0.10
C -0.05 -4.07 -5.71 -0.16
O 0.08 -3.15 -4.64 -0.14
H -1.05 -4.51 -5.68 0.08
H 0.10 -3.55 -6.66 0.07
H 0.69 -4.87 -5.59 0.07
H 0.98 -2.78 -4.69 0.08
C 2.77 -3.37 0.80 -0.15
O 2.13 -2.19 1.26 -0.14
H 3.83 -3.33 1.07 0.08
H 2.31 -4.24 1.28 0.07
H 2.67 -3.44 -0.28 0.08
H 1.19 -2.26 1.01 0.08
C 1.71 1.32 0.79 -0.16
O 3.00 0.76 0.96 -0.14
H 1.80 2.41 0.76 0.06
H 1.27 0.96 -0.14 0.08
H 1.08 1.03 1.64 0.08
H 2.89 -0.21 0.98 0.04
C -5.48 -0.95 3.99 -0.17
O -5.61 -2.25 3.43 -0.14
H -5.43 -0.22 3.17 0.08
H -6.35 -0.73 4.62 0.07
H -4.56 -0.89 4.58 0.07
H -5.65 -2.87 4.18 0.08
C 3.18 5.08 0.30 -0.17
O 4.47 4.53 0.46 -0.13
H 3.27 6.17 0.27 0.06
H 2.74 4.73 -0.63 0.08
H 2.55 4.80 1.15 0.08
H 4.36 3.56 0.49 0.08
C 1.66 8.67 0.70 -0.17
O 2.29 8.07 1.81 -0.14
H 0.68 8.21 0.55 0.08
H 1.54 9.74 0.87 0.07
H 2.27 8.51 -0.20 0.07
H 3.15 8.50 1.92 0.08
C 5.36 7.59 -2.35 -0.17
O 4.35 6.61 -2.52 -0.13
H 5.22 8.37 -3.10 0.08
H 5.27 8.03 -1.35 0.07
H 6.34 7.13 -2.48 0.08
H 4.49 5.93 -1.84 0.06
C 2.86 -5.25 4.03 -0.17
O 3.75 -6.34 3.98 -0.13
H 1.97 -5.49 3.44 0.08
H 2.56 -5.06 5.07 0.08
H 3.34 -4.36 3.61 0.07
H 4.53 -6.10 4.51 0.08
```

Properties
Charge: -1
Spin multiplicity: 1
Strongest force on any atom in Eh/bohr: 0.081
Total energy in eV: -35341.4904
LUMO in hartree: 0.0709
Kohn-Sham gap in eV: 5.337

=====

Density functional theory data (ωB97M-V/def2-TZVPD) for 11 unconnected molecules or ions with the total composition C57H132N4O11 at a distorted geometry.

Geometry as XYZ:
```
204
Properties=species:S:1:pos:R:3:lowdin_charge:R:1
C -0.25 -12.08 23.48 -0.02
C 1.03 -12.85 23.95 -0.45
C 0.60 -14.24 24.66 -0.01
C 1.87 -13.13 22.72 -0.18
C 2.75 -12.08 22.15 -0.19
C 3.63 -11.53 23.25 -0.13
C 2.85 -11.09 24.55 -0.48
C 3.74 -10.85 25.81 -0.04
C 2.27 -9.75 24.21 -0.06
N 1.86 -12.14 24.94 -0.15
O 1.24 -11.92 26.12 -0.01
H 0.00 -11.11 23.06 0.07
H -0.77 -12.48 22.61 0.08
H -0.89 -11.98 24.35 0.08
H 0.07 -14.57 23.76 0.06
H 1.32 -15.03 24.85 0.07
H -0.14 -14.30 25.46 0.07
H 2.49 -14.01 22.85 0.12
H 1.24 -13.54 21.93 0.12
H 3.42 -12.55 21.43 0.12
H 2.22 -11.27 21.64 0.11
H 4.19 -10.67 22.89 0.11
H 4.45 -12.15 23.62 0.11
H 3.00 -10.49 26.53 0.08
H 4.58 -10.16 25.70 0.08
H 4.25 -11.72 26.19 0.08
H 1.89 -9.91 23.19 0.06
H 2.89 -8.86 24.11 0.09
H 1.52 -9.49 24.95 0.09
H 1.91 -12.25 26.72 0.10
C 12.18 -14.83 18.92 -0.03
C 12.38 -15.01 20.47 -0.45
C 11.75 -16.31 20.92 -0.05
C 13.90 -15.12 20.81 -0.17
C 14.36 -14.89 22.19 -0.17
C 13.73 -13.50 22.72 -0.10
C 12.19 -13.30 22.49 -0.49
C 11.56 -13.87 23.71 -0.05
C 11.89 -11.75 22.31 -0.03
N 11.78 -13.82 21.19 -0.16
O 10.45 -13.72 21.02 -0.01
H 11.17 -14.68 18.54 0.07
H 12.58 -15.66 18.34 0.08
H 12.72 -13.95 18.57 0.08
H 12.02 -16.65 21.91 0.08
H 12.04 -17.13 20.26 0.08
H 10.67 -16.22 20.81 0.08
H 14.13 -16.16 20.62 0.11
H 14.54 -14.56 20.12 0.12
H 15.44 -14.95 22.33 0.11
H 13.88 -15.61 22.85 0.10
H 14.21 -12.68 22.19 0.10
H 14.01 -13.34 23.77 0.10
H 10.52 -13.54 23.81 0.08
H 11.42 -14.95 23.76 0.08
H 12.06 -13.56 24.63 0.09
H 10.81 -11.64 22.29 0.07
H 12.21 -11.19 23.19 0.08
H 12.31 -11.16 21.51 0.08
H 10.39 -12.91 20.52 0.11
C 15.97 -8.69 13.74 -0.06
C 15.98 -8.45 15.22 -0.48
C 15.80 -9.67 16.09 -0.04
C 17.46 -7.94 15.56 -0.13
C 17.34 -7.10 16.79 -0.20
C 16.44 -5.85 16.69 -0.13
C 14.99 -6.30 16.45 -0.47
C 14.41 -7.01 17.74 -0.02
C 14.17 -5.05 16.08 -0.04
N 14.99 -7.33 15.39 -0.15
O 13.68 -7.56 15.09 -0.01
H 14.95 -8.88 13.39 0.08
H 16.25 -7.81 13.15 0.09
H 16.62 -9.51 13.45 0.09
H 16.27 -9.59 17.07 0.07
H 14.75 -9.88 16.31 0.09
H 16.25 -10.52 15.56 0.08
H 18.09 -8.83 15.59 0.12
H 17.89 -7.32 14.77 0.11
H 17.08 -7.74 17.64 0.10
H 18.34 -6.68 16.92 0.11
H 16.87 -5.21 15.92 0.12
H 16.52 -5.13 17.50 0.12
H 14.41 -6.36 18.61 0.08
H 14.90 -7.97 17.90 0.06
H 13.36 -7.32 17.70 0.07
H 14.29 -4.80 15.03 0.08
H 14.50 -4.12 16.55 0.08
H 13.11 -5.24 16.23 0.08
H 13.59 -6.85 14.45 0.10
C 20.05 -16.08 31.47 -0.04
C 19.72 -17.04 30.27 -0.46
C 20.27 -16.56 28.93 -0.07
C 20.60 -18.32 30.50 -0.13
C 20.07 -19.53 29.65 -0.19
C 18.62 -19.71 29.84 -0.17
C 17.72 -18.45 29.51 -0.46
C 17.71 -18.16 27.99 -0.01
C 16.36 -18.87 30.24 -0.02
N 18.27 -17.38 30.32 -0.16
O 17.52 -16.25 30.16 -0.01
H 19.63 -16.35 32.43 0.08
H 21.12 -16.03 31.69 0.08
H 19.74 -15.06 31.22 0.08
H 19.59 -15.87 28.43 0.09
H 21.03 -15.80 29.12 0.08
H 20.81 -17.24 28.28 0.08
H 21.58 -18.16 30.04 0.10
H 20.85 -18.39 31.55 0.11
H 20.34 -19.48 28.60 0.11
H 20.59 -20.39 30.08 0.11
H 18.53 -20.13 30.84 0.12
H 18.39 -20.46 29.08 0.12
H 18.62 -17.74 27.57 0.06
H 16.94 -17.43 27.77 0.08
H 17.49 -19.00 27.32 0.08
H 16.03 -19.74 29.66 0.08
H 15.70 -18.01 30.26 0.07
H 16.49 -19.06 31.30 0.08
H 17.41 -16.10 31.10 0.11
C 8.75 -18.43 12.12 -0.06
C 9.72 -19.56 12.25 -0.51
C 11.19 -19.17 12.69 -0.04
O 9.24 -20.59 13.10 -0.06
H 7.80 -18.95 11.94 0.08
H 8.98 -17.89 11.21 0.09
H 8.59 -17.97 13.10 0.09
H 9.76 -20.07 11.28 0.12
H 11.92 -19.84 12.23 0.06
H 11.17 -19.28 13.78 0.07
H 11.44 -18.15 12.38 0.07
H 9.82 -21.32 12.90 0.09
C 20.77 -13.20 18.91 -0.09
C 22.05 -13.62 19.50 -0.48
C 21.97 -15.05 20.08 -0.06
O 23.06 -13.38 18.50 -0.05
H 19.90 -13.43 19.52 0.08
H 20.51 -13.54 17.90 0.08
H 20.76 -12.13 18.69 0.08
H 22.23 -12.93 20.32 0.14
H 22.80 -15.44 20.67 0.07
H 21.77 -15.77 19.28 0.08
H 21.21 -15.13 20.86 0.07
H 22.74 -13.87 17.73 0.08
C 9.20 -3.49 25.85 -0.04
C 10.11 -3.91 24.58 -0.42
C 10.28 -5.40 24.37 -0.07
O 9.73 -3.30 23.29 -0.08
H 9.36 -4.03 26.78 0.07
H 8.18 -3.76 25.59 0.06
H 9.03 -2.42 25.95 0.07
H 11.10 -3.45 24.56 0.12
H 10.32 -5.68 23.32 0.08
H 9.41 -5.89 24.82 0.07
H 11.15 -5.71 24.95 0.08
H 9.04 -3.86 22.95 0.06
C 5.30 -6.99 19.19 -0.04
C 6.72 -6.61 19.73 -0.58
C 7.74 -6.18 18.74 -0.06
O 6.65 -5.64 20.60 -0.02
H 5.20 -8.06 19.02 0.07
H 5.05 -6.53 18.23 0.07
H 4.39 -6.78 19.75 0.07
H 7.08 -7.48 20.28 0.14
H 8.54 -5.63 19.23 0.08
H 7.50 -5.40 18.01 0.08
H 8.20 -7.05 18.27 0.08
H 6.05 -4.98 20.25 0.11
C 4.85 -22.05 18.89 -0.05
C 5.64 -21.33 17.79 -0.46
C 6.59 -20.22 18.36 -0.06
O 6.47 -22.21 17.04 -0.07
H 5.18 -21.95 19.92 0.07
H 4.84 -23.10 18.58 0.08
H 3.86 -21.59 18.82 0.07
H 4.90 -20.84 17.16 0.12
H 6.67 -19.32 17.75 0.06
H 7.64 -20.47 18.51 0.07
H 6.13 -19.88 19.29 0.06
H 6.88 -21.79 16.28 0.08
C 8.03 -17.87 27.05 -0.05
C 7.59 -19.15 26.22 -0.44
C 7.73 -20.51 27.01 -0.05
O 6.21 -19.04 25.87 -0.08
H 7.92 -17.00 26.40 0.06
H 9.12 -17.80 27.10 0.07
H 7.62 -17.65 28.03 0.08
H 8.09 -19.19 25.26 0.12
H 7.47 -21.33 26.34 0.07
H 7.11 -20.59 27.90 0.08
H 8.79 -20.57 27.27 0.07
H 6.06 -18.13 25.61 0.07
C 11.84 -11.20 31.58 -0.05
C 10.45 -11.71 32.06 -0.52
C 10.41 -11.74 33.68 -0.04
O 9.39 -11.03 31.58 -0.02
H 11.75 -11.18 30.50 0.07
H 12.67 -11.78 32.00 0.08
H 12.10 -10.15 31.70 0.07
H 10.36 -12.77 31.85 0.12
H 9.93 -10.84 34.05 0.07
H 11.43 -11.71 34.07 0.06
H 9.83 -12.63 33.95 0.06
H 8.59 -11.45 31.91 0.10
```

Properties
Charge: 0
Spin multiplicity: 1
Strongest force on any atom in Eh/bohr: 0.113
Total energy in eV: -89718.4389
SMILES: CC1(C)CCCC(C)(C)N1O.CC1(C)CCCC(C)(C)N1O.CC1(C)CCCC(C)(C)N1O.CC1(C)CCCC(C)(C)N1O.CC(C)O.CC(C)O.CC(C)O.CC(C)O.CC(C)O.CC(C)O.CC(C)O
LUMO in hartree: 0.0065
Relative energy (zero: lowest compared OMol25 entry of this formula, charge and spin) in eV: 8.443
Kohn-Sham gap in eV: 8.083

=====

Density functional theory data (ωB97M-V/def2-TZVPD) for 2 unconnected molecules or ions with the total composition C6H8N4O4 at a distorted geometry.

Geometry as XYZ:
```
22
Properties=species:S:1:pos:R:3:lowdin_charge:R:1
O -2.32 -0.72 -0.32 0.05
N -1.48 -0.20 -1.04 -0.39
O -1.22 -0.57 -2.16 0.08
C -0.78 0.90 -0.51 -0.17
C 0.14 1.57 -1.25 -0.03
O 0.83 2.60 -0.78 0.01
C 0.62 2.88 0.60 -0.20
O -0.69 2.74 0.99 -0.06
C -1.15 1.40 0.85 -0.13
H 0.37 1.30 -2.27 0.15
H 0.91 3.92 0.75 0.15
H 1.29 2.21 1.18 0.15
H -2.23 1.43 0.97 0.14
H -0.72 0.76 1.63 0.13
C 1.43 -3.27 -0.11 -0.14
C 1.51 -1.88 -0.14 -0.12
N 0.39 -1.39 0.38 0.05
N -0.31 -2.46 0.70 -0.07
N 0.26 -3.60 0.42 0.06
H 2.13 -4.01 -0.44 0.09
H 2.28 -1.24 -0.50 0.10
H -1.25 -2.39 1.06 0.15
```

Properties
Charge: 0
Spin multiplicity: 1
Strongest force on any atom in Eh/bohr: 0.030
Total energy in eV: -20497.2940
SMILES: O=[N+]([O-])C1=COCOC1.c1cn[nH]n1
LUMO in hartree: -0.0099
Relative energy (zero: lowest compared OMol25 entry of this formula, charge and spin) in eV: 3.371
Kohn-Sham gap in eV: 9.339